Entry 1:
88
Properties=species:S:1:pos:R:3:forces:R:3 method="wB97M-V/def2-TZVPD" largest_force_ev_per_a=4.314 orbital_gap_ev=9.146 smiles=COCCNCCOC.COCCNCCOC.OCCO.OCCO.OCCO.OCCO de_lowest_kcal_mol=12.7
C -14.3739 1.4061 15.3959 0.43 0.09 -0.82
O -14.0081 0.5549 14.2765 -1.12 0.41 0.59
C -14.4778 -0.7674 14.5330 0.17 -0.68 0.12
C -14.3808 -1.6791 13.3112 0.86 1.48 -1.10
N -13.0086 -1.6826 12.7204 -1.03 0.33 2.21
C -12.9060 -2.1530 11.3772 -0.84 -0.63 -0.21
C -13.0617 -1.1129 10.3018 -0.61 0.18 -0.87
O -12.5237 0.0971 10.7573 0.88 0.77 -0.23
C -12.0831 0.9128 9.6959 0.11 1.59 -0.46
H -13.8176 1.1555 16.2902 0.03 -0.50 0.26
H -15.4495 1.3902 15.5803 0.00 -0.17 -0.01
H -14.0802 2.4219 15.1617 -0.01 0.13 -0.38
H -15.5479 -0.8130 14.8391 0.52 0.45 0.04
H -13.8427 -1.1085 15.3592 -0.27 -0.52 -0.03
H -15.0028 -1.2427 12.5127 -0.67 -0.09 0.30
H -14.8128 -2.6471 13.5844 0.53 -0.12 -0.15
H -12.6905 -0.7084 12.7640 0.03 -0.54 -0.05
H -13.6093 -2.9761 11.1702 0.04 0.23 0.23
H -11.9478 -2.5976 11.3127 1.21 -0.42 -0.46
H -14.1015 -0.8441 10.0479 -0.11 -0.70 -0.07
H -12.5667 -1.4885 9.3795 -0.26 0.38 0.36
H -11.2410 0.4600 9.1857 0.17 -0.14 -0.20
H -11.7897 1.9166 10.0466 0.30 -0.63 0.63
H -12.8173 1.2490 8.9317 -0.24 -1.08 0.31
C -18.9444 -6.0356 9.3395 0.40 0.21 -0.37
O -18.3614 -5.1000 10.1952 -0.49 1.08 0.75
C -19.1389 -4.9445 11.4015 0.44 -1.00 -0.51
C -18.7236 -3.6584 12.0863 -0.68 -1.03 1.05
N -19.3008 -2.5079 11.4687 -1.39 0.44 -0.41
C -18.4697 -1.3183 11.5181 -1.40 -0.48 2.66
C -18.1230 -0.9271 12.9978 -0.05 0.56 -0.05
O -19.1781 -0.2616 13.6493 -0.69 0.00 -0.88
C -18.7927 0.2963 14.8720 -0.25 -1.11 0.14
H -18.2562 -6.2130 8.5088 -0.02 -0.03 0.15
H -19.8922 -5.6810 8.9101 -0.03 -0.17 0.27
H -19.0451 -6.9278 9.9315 -0.53 -0.94 -0.20
H -18.9226 -5.8251 12.0490 0.00 0.42 -0.13
H -20.2327 -5.0240 11.1834 0.63 0.50 0.03
H -17.6409 -3.5869 12.0651 0.23 -0.05 -0.18
H -18.9883 -3.7864 13.1733 0.14 0.25 -0.62
H -20.2948 -2.3632 11.7781 1.64 0.09 -0.40
H -18.9464 -0.5398 10.9431 -0.25 0.58 0.29
H -17.5522 -1.4910 11.0421 1.38 -0.68 -0.80
H -17.2955 -0.2307 12.9992 0.73 0.29 -0.22
H -17.8279 -1.7516 13.6893 0.03 -0.12 -0.94
H -19.7068 0.7510 15.2436 0.33 0.33 0.38
H -17.9475 0.9675 14.7617 0.05 0.58 -0.07
H -18.4547 -0.5124 15.5493 -0.20 0.24 0.09
C -15.7082 5.2704 13.5519 -0.44 -1.29 -0.28
C -17.0626 5.3629 14.2074 0.38 -1.88 2.04
O -17.0870 6.2273 15.3699 -0.64 -1.52 -0.73
O -15.5354 6.5337 12.9583 2.13 0.73 -1.16
H -15.7154 4.3509 12.8828 -0.04 1.31 0.09
H -14.9054 5.0637 14.2398 0.25 0.02 0.72
H -17.3181 4.3312 14.6463 0.10 1.44 -0.90
H -17.7492 5.6425 13.4158 -0.52 0.21 0.14
H -16.6616 7.0229 15.1140 0.61 1.32 -0.39
H -14.5760 6.6778 12.7022 -1.82 -0.37 0.46
C -16.7341 4.2994 6.6793 0.61 -1.14 0.87
C -17.5786 4.6937 7.8644 0.36 -1.04 0.54
O -18.2347 3.5169 8.4202 0.30 0.53 -1.20
O -15.5740 3.5293 7.0504 -0.74 -1.02 0.96
H -16.2288 5.0888 6.2049 -0.20 1.70 -0.67
H -17.3359 3.7645 5.9498 -0.21 -0.19 -0.09
H -18.2923 5.4295 7.5468 -0.54 0.47 -0.06
H -16.9782 5.0537 8.7000 0.35 0.60 -0.37
H -18.4978 3.8092 9.2834 -0.39 -0.12 0.69
H -15.8371 2.9434 7.8014 0.25 0.27 -0.40
C -15.4871 0.3254 5.2035 0.32 -0.35 0.26
C -14.8327 -0.7633 6.0591 0.62 0.99 1.98
O -14.0236 -0.2390 7.1616 -0.93 -0.09 0.10
O -16.4404 1.1954 5.8217 0.43 -0.67 -0.04
H -15.9452 -0.3142 4.4587 -0.81 0.38 -0.54
H -14.7174 0.8966 4.6825 0.11 0.12 0.16
H -14.0510 -1.2719 5.5200 -0.15 -0.31 -0.86
H -15.5489 -1.5192 6.4402 0.14 0.49 -0.21
H -14.5981 0.0027 7.9131 0.09 0.02 -0.61
H -16.0045 2.0073 6.1698 0.15 -0.66 -0.35
C -15.1952 1.8149 10.9344 0.54 4.27 0.25
C -16.4516 1.2942 10.3825 -0.39 -1.31 -1.25
O -16.3235 1.2724 8.9100 2.75 1.25 2.90
O -15.2424 2.0548 12.3328 -0.01 -1.26 0.66
H -15.1429 2.8573 10.5483 0.16 -0.24 -0.14
H -14.2682 1.4222 10.6001 0.41 -1.22 -0.11
H -17.3018 1.8981 10.7158 0.08 -0.13 -0.17
H -16.4854 0.3061 10.8308 -0.81 -0.57 -0.47
H -17.0045 0.8594 8.4558 -2.36 -1.19 -1.03
H -14.8370 1.3292 12.8842 -0.24 0.67 -0.80

---

Entry 2:
88
Properties=species:S:1:pos:R:3:forces:R:3 method="wB97M-V/def2-TZVPD" largest_force_ev_per_a=4.028 orbital_gap_ev=9.073 smiles=COCCNCCOC.COCCNCCOC.OCCO.OCCO.OCCO.OCCO de_lowest_kcal_mol=93.6
C 12.6236 11.1237 30.9180 0.50 -0.43 0.44
O 13.0458 9.9817 31.6481 -0.76 0.15 -0.07
C 12.6370 8.6989 31.2160 0.59 -0.44 1.04
C 11.1654 8.3694 30.9354 -0.15 1.00 -0.53
N 11.0968 6.9738 30.5763 -0.45 -0.67 1.19
C 9.7143 6.4739 30.4291 0.11 -0.15 -2.47
C 9.3006 6.5914 28.9057 -2.55 -1.16 2.10
O 7.8522 6.2458 28.8427 0.35 -0.81 -0.40
C 7.4465 4.8267 28.9409 1.53 1.61 -0.21
H 12.9446 11.9518 31.5499 -0.11 0.17 -0.26
H 11.5432 11.1706 30.7817 -0.07 -0.06 -0.08
H 13.1484 11.1644 29.9635 -0.12 0.14 -0.26
H 12.9959 8.0789 32.0375 -0.52 -0.23 0.28
H 13.2977 8.3137 30.4394 -0.21 0.33 -0.92
H 10.7778 8.8762 30.0517 0.15 1.02 -0.08
H 10.4571 8.6430 31.7175 0.40 -0.22 0.47
H 11.5635 7.0026 29.6811 -0.10 -0.93 -0.30
H 8.9145 6.8651 31.0579 0.57 0.79 0.17
H 9.6314 5.3974 30.5789 0.59 -0.08 0.41
H 9.9335 5.8374 28.4379 -0.12 0.29 -0.82
H 9.2764 7.5913 28.4725 0.64 -0.13 0.06
H 7.9907 4.3970 29.7819 -0.44 -0.31 0.19
H 7.7554 4.2886 28.0446 -0.06 -0.01 -0.16
H 6.3622 4.7914 29.0467 0.26 0.14 0.17
C -2.3239 -5.1320 24.7762 -0.44 -0.99 0.08
O -2.1711 -3.7672 25.0304 0.35 0.26 -0.62
C -1.4208 -3.2210 23.9658 -0.89 0.32 -0.79
C -1.0348 -1.7570 23.9536 0.42 -1.69 3.07
N -0.0832 -1.4669 25.0339 3.37 -0.42 -2.17
C -0.5144 -1.6802 26.3721 -2.65 0.07 0.79
C 0.4460 -1.3287 27.4999 -0.14 2.77 -0.96
O -0.1874 -0.9205 28.7208 -0.74 -2.93 0.48
C -0.3613 -2.1562 29.4878 1.03 -0.20 0.28
H -1.3947 -5.6742 24.6011 0.75 0.05 1.27
H -2.7332 -5.4622 23.8215 -1.13 1.02 -0.48
H -2.9746 -5.5045 25.5673 0.45 -0.40 -0.02
H -2.0335 -3.2962 23.0674 -0.15 -0.48 -0.37
H -0.5188 -3.8112 23.8042 0.29 -0.08 0.09
H -1.8137 -1.0639 24.2714 -1.11 -0.07 -1.67
H -0.5338 -1.7913 22.9862 -0.18 1.45 -0.07
H -0.0136 -0.4620 24.9596 0.90 0.17 0.07
H -1.0603 -2.6094 26.5359 0.44 -0.16 -0.26
H -1.2830 -0.9098 26.3101 -0.96 0.12 2.03
H 0.8083 -0.3570 27.1641 0.80 -0.03 -0.14
H 1.3002 -1.9894 27.6478 -0.16 -0.34 0.11
H 0.6265 -2.6163 29.4615 0.17 -0.18 0.48
H -1.0042 -2.9692 29.1503 -0.57 0.55 -1.08
H -0.6612 -2.0835 30.5331 0.13 1.12 -0.07
C 3.9443 3.3331 29.0210 0.81 0.00 -2.22
C 3.5013 2.1090 28.0932 -1.35 0.06 1.76
O 4.2476 2.0469 26.9087 1.06 0.63 0.10
O 3.1493 3.7958 30.0344 -1.84 -0.95 1.58
H 4.0737 4.2298 28.4150 0.73 -0.34 -0.82
H 4.8813 3.0424 29.4961 0.40 -0.22 -0.52
H 2.4640 1.9463 27.8004 -0.64 1.30 0.25
H 3.5488 1.2914 28.8125 1.05 -0.84 -0.29
H 4.1605 1.1960 26.4727 -0.09 -0.38 0.26
H 3.0663 4.7421 29.8956 -0.16 0.55 -0.23
C 8.5078 1.4135 27.9975 0.74 0.37 -1.01
C 7.4662 1.1228 26.9102 -1.75 -0.62 0.15
O 6.7484 -0.1436 27.1017 1.73 0.76 0.83
O 9.5064 2.2880 27.4124 -0.22 0.02 0.42
H 8.9829 0.5102 28.3805 -0.15 -0.15 -0.01
H 8.1598 2.0303 28.8260 -0.44 -0.42 0.01
H 7.9263 1.1535 25.9226 0.41 -0.36 -0.04
H 6.7516 1.9455 26.8846 -0.15 0.04 0.14
H 5.9035 -0.2480 26.6580 0.04 0.59 -0.51
H 9.8301 1.9290 26.5830 -0.06 -0.25 -0.02
C 0.7270 5.8037 30.9694 2.32 0.39 -0.48
C 1.7646 6.8100 30.3858 -0.89 2.95 -0.04
O 2.7414 6.3920 29.4598 0.31 -2.17 -1.03
O 1.4422 5.2431 32.0484 -0.46 -0.99 0.41
H 0.5043 5.0456 30.2186 -0.29 -0.04 -0.11
H -0.1934 6.2284 31.3701 0.24 0.45 -0.35
H 2.3713 7.2741 31.1633 -0.73 -0.20 0.83
H 1.3025 7.6522 29.8707 -0.78 0.12 0.14
H 3.4674 7.0179 29.4085 -0.14 0.10 0.22
H 2.0121 4.6074 31.6094 0.39 -0.56 0.49
C 3.2779 -1.2545 25.0554 0.01 0.90 -0.88
C 2.8041 0.1231 24.4141 -0.27 -2.80 -0.48
O 1.9698 0.8989 25.2310 0.23 0.33 0.62
O 4.2664 -1.0604 26.0376 0.47 0.59 1.22
H 3.8407 -1.8406 24.3289 -0.41 0.23 -0.72
H 2.4631 -1.9014 25.3805 -0.21 0.45 0.18
H 2.1549 -0.1923 23.5973 0.16 -0.11 -0.39
H 3.6824 0.5754 23.9537 -0.02 0.62 0.43
H 2.3382 1.7703 25.3940 0.23 0.09 0.03
H 3.9254 -1.1494 26.9305 -0.28 -0.09 0.06

---

Entry 3:
87
Properties=species:S:1:pos:R:3:forces:R:3 method="wB97M-V/def2-TZVPD" multiplicity=9 largest_force_ev_per_a=2.688 orbital_gap_ev="3.302 / 4.015" total_charge=+1 de_lowest_kcal_mol=77.7
Fe 2.5947 -1.9710 -0.9736 -0.87 1.66 1.24
Cl 0.5711 -1.0237 -0.0984 1.36 -0.91 -0.57
C -2.5423 1.0802 -4.5805 0.45 -0.18 -0.25
C -1.9763 1.3588 -3.2476 1.01 -0.88 1.84
C -3.0925 1.3697 -2.1908 0.44 1.97 0.49
O -3.9926 2.5128 -2.3029 -0.62 -2.44 0.08
C -3.4163 3.7429 -2.0696 0.72 0.69 -0.30
N -0.9265 0.3408 -2.8596 -0.66 0.42 -0.64
H -1.7010 0.8410 -5.2310 -0.26 0.11 -0.41
H -2.9982 2.0384 -4.8297 -0.55 -0.52 -0.73
H -3.2102 0.2223 -4.5024 -0.32 0.20 -0.46
H -1.4696 2.3180 -3.3535 0.06 0.07 0.61
H -2.6484 1.4468 -1.1984 0.32 0.03 0.32
H -3.6235 0.4180 -2.1688 -0.49 0.31 -0.49
H -4.1843 4.5054 -1.9396 -0.16 -0.18 -0.36
H -2.7739 3.9639 -2.9220 0.11 0.68 -0.03
H -2.8015 3.8192 -1.1728 0.20 -0.44 0.35
H -0.6953 0.3181 -1.8767 -0.16 0.55 0.22
H -1.3146 -0.5794 -3.0104 -0.09 -0.40 -0.30
C 0.3110 3.3160 -1.0250 0.40 -0.14 -1.96
C 1.7334 2.8753 -0.7747 0.50 1.05 0.84
C 2.7857 4.0615 -0.6803 -0.37 -1.53 -0.95
O 3.0790 4.5759 -1.9945 -0.49 -0.99 0.64
C 3.7126 5.8423 -2.0011 -1.15 0.22 0.35
N 1.6885 2.1172 0.4756 0.85 -0.48 0.63
H -0.3533 2.4655 -0.8716 -0.14 0.11 0.11
H 0.2917 3.5146 -2.0965 -0.63 0.59 -0.04
H -0.0171 4.1763 -0.4416 0.16 -0.03 0.01
H 2.1220 2.1795 -1.5183 -0.35 0.14 -0.50
H 3.7215 3.6366 -0.3172 0.07 0.01 0.47
H 2.3760 4.7383 0.0696 0.16 0.73 -0.27
H 3.9965 6.1220 -3.0156 0.07 -0.37 0.07
H 4.5599 5.9011 -1.3179 0.12 -0.04 0.00
H 2.9082 6.5084 -1.6893 0.42 0.75 0.18
H 1.0979 1.3176 0.2969 -0.05 -0.35 -0.17
H 1.0970 2.6019 1.1354 0.27 0.50 0.45
C -1.1060 0.5665 5.3342 1.51 -0.45 -0.51
C -0.2818 0.1282 4.0715 -0.38 0.83 0.06
C 0.4562 -1.2401 4.2091 -2.13 1.63 0.25
O 1.2800 -1.3636 5.3413 0.67 0.32 0.45
C 1.7883 -2.7058 5.6578 0.46 -1.50 -0.20
N -1.1752 0.2029 2.8907 0.30 -0.70 0.61
H -1.7023 1.4651 5.1765 -0.12 -0.31 -0.40
H -0.3510 0.8567 6.0649 -0.16 -0.24 0.39
H -1.6885 -0.2737 5.7123 -0.19 0.19 0.07
H 0.4902 0.8796 3.9056 0.07 0.04 0.06
H 1.1210 -1.3707 3.3552 0.58 -0.37 -0.52
H -0.2930 -2.0277 4.2893 -0.01 -0.69 -0.20
H 0.8679 -3.1710 6.0107 -0.67 -0.03 0.53
H 2.5753 -2.8143 6.4041 -0.26 0.87 -0.14
H 2.0180 -3.3155 4.7840 0.07 0.44 -0.21
H -0.7524 -0.1248 2.0340 0.45 0.06 -0.12
H -1.9454 -0.4345 3.0345 -0.46 0.02 0.10
C -3.4672 -2.4014 -0.6117 -0.92 1.01 -0.30
C -2.9718 -3.6547 -1.2703 -0.50 -1.40 -0.37
C -3.9947 -4.3432 -2.2714 0.75 -0.04 0.61
O -5.0739 -5.0281 -1.5907 -0.27 1.24 0.21
C -6.3317 -5.1477 -2.3013 1.43 0.02 -0.99
N -1.6437 -3.3551 -1.9284 -0.92 -0.08 0.68
H -2.9284 -2.1741 0.3081 0.09 0.06 -0.02
H -4.5346 -2.3727 -0.3928 -0.07 -0.80 0.38
H -3.4450 -1.5358 -1.2738 0.73 0.07 -0.23
H -2.8882 -4.3964 -0.4760 0.34 -0.21 0.14
H -3.4405 -5.1227 -2.7941 0.19 0.08 -0.31
H -4.2540 -3.5627 -2.9867 -0.75 -0.11 -0.15
H -7.1477 -5.5488 -1.7002 0.49 0.19 0.42
H -6.1582 -5.8278 -3.1352 -0.17 -0.33 -0.09
H -6.6218 -4.2161 -2.7872 -0.10 0.32 0.38
H -1.0405 -4.1641 -1.9699 -0.35 -0.70 -0.40
H -1.1481 -2.8311 -1.2214 0.05 0.68 0.05
C 5.1109 1.1726 0.7152 2.15 0.75 1.37
C 4.6115 -0.1579 0.2819 -0.28 -0.52 0.97
C 4.1262 -1.0456 1.4425 1.16 1.57 0.49
O 3.4301 -2.1506 0.9635 0.05 -1.15 -1.19
C 3.3308 -3.1335 1.9925 -1.48 -1.59 0.07
N 3.5850 0.0680 -0.7020 -0.87 -0.93 -0.71
H 4.4987 1.8252 1.3376 -0.51 -0.54 -0.09
H 5.5415 1.8128 -0.0547 -0.35 -0.28 -0.60
H 6.0084 0.9354 1.2864 0.12 0.26 0.49
H 5.4196 -0.7192 -0.1870 0.07 0.01 -0.19
H 3.4787 -0.6521 2.2262 -0.02 1.01 -0.04
H 5.0307 -1.3787 1.9514 0.09 -0.16 0.09
H 2.7491 -2.7845 2.8457 0.14 0.84 0.04
H 4.2663 -3.5247 2.3923 0.35 0.28 -0.62
H 2.6957 -3.9268 1.5981 0.36 -0.27 -0.24
H 2.9493 0.7423 -0.3003 -1.01 0.14 0.71
H 4.0471 0.6706 -1.3679 -0.04 -0.43 -1.24